C14H14N2O2 as an isolated structure at a distorted geometry, computed with ωB97M-V/def2-TZVPD.

```
32
Properties=species:S:1:pos:R:3:mulliken_charge:R:1
O 0.147 3.441 -1.198 -0.404
O -0.439 0.849 -1.852 -0.261
N -3.058 -2.930 3.383 -0.627
N -1.188 -2.623 2.018 0.430
C 3.455 2.320 -1.014 -0.409
C 1.039 2.601 -1.279 0.036
C -1.979 -3.404 2.561 -0.174
C -2.594 -1.631 3.518 -0.369
C -1.203 3.324 -1.189 -0.551
C 0.899 1.254 -1.688 0.866
C -0.344 -1.394 -1.138 0.875
C 1.962 0.366 -1.679 -1.087
C 0.068 -2.824 1.261 -0.706
C -0.435 -0.591 -2.187 -1.802
C -0.394 -1.943 -0.044 -0.050
C -1.478 -1.592 2.736 -0.353
C 2.181 3.109 -1.119 0.102
C 3.285 1.070 -1.193 -0.418
H -1.467 2.837 -2.307 0.169
H 0.231 -3.757 1.091 0.406
H 4.523 2.702 -0.780 0.276
H -1.817 -4.457 2.203 0.258
H 1.032 -2.481 1.750 0.272
H -0.033 -0.944 -2.948 0.843
H -1.653 -0.742 -2.661 0.311
H -1.770 4.278 -1.232 0.280
H 4.186 0.035 -1.328 0.069
H 2.509 4.148 -0.742 0.262
H -1.584 2.525 -0.417 0.224
H -0.822 -0.492 2.693 0.098
H -3.213 -1.074 3.991 0.594
H 1.701 -0.536 -1.728 0.838
```

Output
Max |F|   13.80 eV/A
HOMO level   -8.32 eV
Total energy   -801.3510 hartree

***

An isolated molecule of C5H9N2P at a distorted geometry, computed with ωB97M-V/def2-TZVPD.

```
17
Properties=species:S:1:pos:R:3:mulliken_charge:R:1
P -1.498 -0.298 0.947 -0.176
N -0.368 -1.251 -0.119 -0.259
N 0.821 -1.530 0.618 -0.215
C -0.071 -0.312 -1.172 -0.298
C -1.145 0.586 -1.682 -0.771
C -0.454 1.103 0.739 -0.459
C -0.135 1.144 -0.703 -0.172
C 1.574 -0.493 1.074 -0.434
H -0.386 1.967 1.376 0.503
H 0.606 -2.247 1.302 0.321
H 0.693 -0.674 -1.848 0.378
H 0.566 1.887 -1.056 0.437
H 2.036 0.144 0.345 0.236
H -1.057 0.900 -2.712 0.290
H 2.039 -0.589 2.040 0.339
H -1.060 -0.769 2.200 0.008
H -2.162 0.433 -1.349 0.273
```

Output
Max |F|   1.35 eV/A
HOMO level (alpha / beta)   -6.98 / -6.87 eV
Total energy   -646.5936 hartree

***

A 2-piece molecular cluster, C4H9O2 overall, computed with ωB97M-V/def2-TZVPD.

```
15
Properties=species:S:1:pos:R:3:mulliken_charge:R:1
O -1.346 -0.270 0.900 -0.729
O 0.231 1.027 1.862 -0.742
C 0.843 -1.173 1.195 -0.684
C -0.198 -0.033 1.351 0.605
C -0.602 0.176 -2.183 -0.829
C 0.855 0.496 -2.490 -0.822
H -1.219 0.184 -3.084 0.343
H 1.564 -0.168 -1.995 0.225
H -0.706 -0.795 -1.695 0.226
H 1.361 -1.061 0.249 0.017
H -1.025 0.861 -1.457 0.264
H 0.339 -2.139 1.227 0.244
H 1.087 0.427 -3.556 0.325
H 1.187 1.493 -2.191 0.244
H 1.560 -1.088 2.017 0.313
```

Output
Max |F|   0.81 eV/A
HOMO level   -3.83 eV
Total energy   -308.3374 hartree
Total charge   -1